[1]
Here is a cluster of 7 separate species, C27H35F6NO21 in total from the Open Molecules 2025 dataset. Energies are from ωB97M-V/def2-TZVPD.

Properties
HOMO (eV): -9.22
SMILES: COC(=O)CCCCN(C)C(C)=O.O=C1OC[C@@H](F)O1.O=C1OC[C@@H](F)O1.O=C1OC[C@@H](F)O1.O=C1OC[C@@H](F)O1.O=C1OC[C@@H](F)O1.O=C1OC[C@@H](F)O1
Gap between HOMO and LUMO (Eh): 0.3543

The geometry in XYZ format:
```
90
Properties=species:S:1:pos:R:3:forces:R:3
C 9.27634 2.86108 0.05560 -0.047 0.056 -0.028
O 9.35777 2.77682 -1.36564 0.076 -0.144 0.045
C 8.25772 2.49829 -2.10325 -0.008 0.074 0.186
O 8.40259 2.17803 -3.24717 -0.007 0.027 -0.211
C 6.90975 2.64003 -1.43228 -0.140 0.052 0.116
C 5.76546 2.67329 -2.43652 0.034 -0.217 -0.061
C 4.38194 2.58692 -1.77916 -0.119 0.077 0.184
C 3.46617 3.74593 -2.15925 -0.098 0.004 -0.199
N 2.32028 3.88709 -1.24984 -0.038 -0.056 0.297
C 2.03293 5.27072 -0.87618 -0.035 0.036 -0.137
C 1.15467 3.23632 -1.78836 0.165 -0.149 0.168
C 0.68973 2.00526 -1.05675 0.123 -0.031 0.055
O 0.59995 3.64882 -2.77596 -0.230 0.047 -0.251
H 8.76773 1.99294 0.47623 0.009 0.020 0.012
H 10.30379 2.87699 0.40899 -0.026 0.006 -0.010
H 8.77401 3.77499 0.37750 0.006 -0.019 -0.011
H 6.76357 1.79775 -0.74629 0.092 0.012 -0.019
H 6.90901 3.53759 -0.80750 -0.023 -0.022 -0.001
H 5.90630 1.83566 -3.11881 0.011 0.115 -0.090
H 5.84031 3.58293 -3.03884 0.059 -0.066 -0.030
H 3.90950 1.64174 -2.05590 -0.041 0.021 0.097
H 4.44796 2.58374 -0.68698 0.118 -0.011 -0.039
H 3.09644 3.60330 -3.17884 0.146 0.173 -0.003
H 4.02552 4.68567 -2.16473 0.003 -0.034 0.137
H 2.89192 5.67029 -0.33774 0.007 -0.004 -0.040
H 1.81498 5.91400 -1.73917 -0.006 -0.010 0.042
H 1.18057 5.29747 -0.19567 -0.008 -0.004 -0.041
H 1.40099 1.71498 -0.28940 -0.020 -0.034 -0.001
H 0.55101 1.18400 -1.76342 -0.094 0.072 0.008
H -0.27596 2.21158 -0.58680 0.018 -0.012 -0.048
O 2.66052 -0.86632 -0.23782 0.134 0.001 0.008
C 2.84025 -1.26275 -1.33928 -0.114 -0.042 -0.071
O 3.88120 -0.92242 -2.13611 0.003 -0.005 0.057
C 3.81108 -1.69753 -3.33691 0.078 -0.041 -0.051
C 2.35069 -2.10724 -3.37298 -0.012 0.117 0.011
F 2.17768 -3.35086 -3.87452 0.058 -0.078 0.050
O 2.00230 -2.10443 -2.00202 -0.110 0.144 0.005
H 4.44223 -2.58166 -3.23408 -0.015 -0.018 -0.054
H 4.12960 -1.09804 -4.18428 -0.045 0.083 0.040
H 1.69256 -1.42048 -3.90905 -0.015 -0.076 -0.080
O -4.20088 0.66578 -0.92115 0.075 0.035 -0.057
C -3.54483 0.87832 -1.88536 0.040 0.053 0.078
O -3.61145 1.99168 -2.64310 -0.015 0.017 0.034
C -2.54795 1.95843 -3.59965 0.191 0.053 -0.007
C -2.23397 0.47544 -3.67277 -0.109 0.026 0.014
F -0.91152 0.23342 -3.85374 0.087 0.044 0.074
O -2.61545 0.02054 -2.39050 -0.128 -0.106 -0.066
H -1.68410 2.50249 -3.20943 0.028 -0.006 -0.067
H -2.87456 2.39703 -4.53691 -0.112 -0.046 0.011
H -2.79288 -0.08113 -4.42678 0.115 -0.015 -0.060
O -9.09263 -2.38099 0.33023 0.036 0.032 -0.003
C -8.02663 -2.02099 0.70399 -0.007 0.035 -0.059
O -6.84407 -2.48666 0.24778 -0.010 -0.012 -0.042
C -5.79098 -1.68553 0.79900 0.012 -0.001 -0.035
C -6.45549 -1.10231 2.03109 -0.031 -0.088 -0.068
F -6.04422 0.16245 2.29873 0.000 0.081 -0.064
O -7.81999 -1.07421 1.65846 -0.062 -0.114 0.114
H -5.51893 -0.90348 0.09127 0.024 0.052 0.097
H -4.92956 -2.30945 1.01698 -0.067 -0.089 0.026
H -6.35315 -1.71019 2.92725 0.081 0.111 0.054
O -6.88097 -3.64546 3.93675 0.024 -0.023 0.058
C -7.12945 -3.69009 5.09657 -0.088 -0.120 -0.038
O -8.31220 -3.34430 5.64762 -0.008 -0.015 -0.023
C -8.28833 -3.70100 7.03197 0.015 0.111 -0.006
C -6.79873 -3.75438 7.32336 -0.121 -0.138 -0.045
F -6.51068 -4.74155 8.20480 -0.055 -0.133 -0.035
O -6.26023 -4.09264 6.05796 0.113 0.192 -0.008
H -8.72860 -4.69072 7.16012 0.015 -0.004 0.056
H -8.83337 -2.96368 7.61262 0.015 0.060 -0.060
H -6.34514 -2.82596 7.66771 0.051 -0.072 0.124
O -4.04946 -3.59302 8.71898 0.136 0.110 0.037
C -3.39685 -4.57563 8.61870 0.000 0.029 -0.052
O -2.92617 -5.07958 7.45687 0.006 0.052 -0.012
C -2.05813 -6.17367 7.75075 0.051 -0.017 0.027
C -2.51959 -6.58321 9.13786 -0.068 0.036 -0.052
F -1.49885 -7.01036 9.91739 0.073 0.060 0.006
O -3.03112 -5.37422 9.65845 -0.164 -0.054 0.006
H -1.02630 -5.82063 7.79301 0.019 -0.057 0.007
H -2.16570 -6.94536 6.99541 -0.081 0.021 -0.016
H -3.30818 -7.33752 9.15515 0.069 -0.065 0.041
O 0.97110 0.25543 -6.83983 0.005 -0.001 0.056
C 1.62963 1.20668 -6.59297 -0.066 0.084 0.085
O 1.28287 2.48958 -6.83636 -0.053 -0.070 -0.018
C 2.24402 3.35109 -6.22232 0.039 0.045 0.116
C 3.45743 2.44385 -6.10795 -0.167 -0.076 -0.006
F 4.16562 2.66467 -4.97562 0.052 0.011 -0.064
O 2.86833 1.16191 -6.01954 0.067 -0.110 -0.190
H 1.89162 3.63539 -5.22790 0.031 0.032 0.007
H 2.40033 4.23210 -6.83643 -0.027 -0.050 -0.086
H 4.13928 2.46923 -6.95935 0.078 0.035 0.072
```
Forces are in eV/Å.

[2]
Here is a structure of composition C19H36BrClF3IN3O7P from the Open Molecules 2025 dataset. Energies are from ωB97M-V/def2-TZVPD.

Properties
HOMO (eV): -9.00
Gap between HOMO and LUMO (Eh): 0.3153

The geometry in XYZ format:
```
72
Properties=species:S:1:pos:R:3:forces:R:3
O 2.11156 -2.36219 -2.51548 0.296 0.773 -0.530
C 2.60068 -1.43110 -3.10105 -0.423 -0.544 0.312
O 3.15328 -1.58554 -4.35785 0.046 -0.232 0.348
C 2.59713 -0.00321 -2.57432 0.011 -0.236 0.035
C 1.19626 0.37206 -2.08585 -0.385 0.068 -0.054
C 0.97584 1.79115 -1.51487 0.146 -0.063 0.087
Br 2.71257 2.75006 -1.18124 -0.169 -0.273 -0.089
C 0.22761 2.80717 -2.39647 0.219 0.572 -0.029
P 1.06358 3.08894 -4.05148 -0.069 0.023 -0.201
O 0.04452 2.18531 -4.97093 0.293 -0.193 0.310
Cl 0.41542 4.98426 -4.51992 -0.051 -0.011 0.087
C -0.04195 3.92507 -1.36794 0.156 0.531 0.321
O -0.15861 5.11303 -1.51936 -0.228 -0.877 0.014
N -0.17129 3.26981 -0.11980 -0.280 -0.163 -0.834
C 0.12174 1.86362 -0.21400 0.211 -0.101 0.437
I 1.31090 1.20603 1.53369 -0.206 0.094 -0.062
C -1.15503 0.99117 -0.10623 -0.048 0.042 -0.096
C -2.02199 0.79919 -1.34695 -0.193 0.203 0.121
O -3.06789 -0.07911 -0.96611 0.034 -0.038 -0.097
C -4.14166 -0.05999 -1.87112 0.058 -0.044 0.008
C -4.86296 -1.40164 -1.85586 -0.035 -0.140 0.067
F -6.14936 -1.21838 -2.21862 0.226 -0.099 0.017
F -4.84399 -1.99662 -0.66047 -0.087 0.195 -0.134
F -4.31909 -2.26832 -2.73718 -0.037 0.147 0.047
H 4.11782 -1.54493 -4.30596 -0.080 0.169 -0.095
H 2.94319 0.66756 -3.36010 0.032 0.043 0.140
H 3.30094 0.01126 -1.73578 -0.023 0.152 -0.102
H 0.51736 0.27388 -2.94351 0.082 -0.028 0.109
H 0.86519 -0.37069 -1.35274 0.151 0.092 -0.008
H -0.78723 2.46018 -2.61416 0.039 -0.221 -0.059
H -0.84408 2.10176 -4.60904 -0.171 0.121 -0.207
H -0.99492 3.52873 0.40550 0.278 0.241 0.297
H -0.93688 0.01451 0.32516 0.056 -0.012 -0.241
H -1.79216 1.50258 0.62496 0.134 -0.180 0.075
H -2.46106 1.76213 -1.65338 0.090 -0.073 -0.050
H -1.47167 0.36857 -2.19181 -0.048 0.009 0.036
H -4.87536 0.71135 -1.61071 0.092 0.005 -0.009
H -3.79260 0.09652 -2.89953 -0.139 0.022 0.061
C 3.02040 4.72284 7.11625 -0.005 0.065 0.007
C 3.46734 4.05686 5.81955 -0.008 -0.050 0.152
C 2.33694 3.34456 5.06602 0.049 0.026 -0.169
O 1.95077 2.09861 5.61312 -0.028 0.003 0.045
C 1.01264 2.15947 6.66892 0.019 -0.086 -0.032
N 4.60114 3.17403 6.10286 -0.070 -0.053 -0.121
H 2.84699 3.99055 7.90514 -0.012 -0.030 -0.017
H 3.79327 5.40336 7.47162 0.024 -0.028 0.002
H 2.10188 5.29496 6.97167 -0.005 -0.014 0.001
H 3.82828 4.84570 5.15233 -0.028 -0.002 -0.045
H 2.68919 3.11836 4.05599 0.003 -0.027 0.011
H 1.46084 3.99905 4.96405 0.011 0.030 0.047
H 0.29439 2.97080 6.51509 0.000 0.022 0.015
H 1.49688 2.28992 7.63990 -0.029 0.056 0.007
H 0.47345 1.21278 6.68069 0.007 -0.001 -0.013
H 4.97993 2.81555 5.23150 0.047 0.057 0.011
H 4.24752 2.35423 6.58817 0.023 0.022 0.051
C -1.74213 -7.01273 -2.22655 0.023 -0.038 -0.076
C -2.23805 -5.64386 -2.68077 0.042 -0.039 0.149
C -1.20137 -4.52040 -2.52168 -0.007 0.020 -0.110
O -1.05024 -4.04531 -1.19710 0.047 -0.027 0.041
C -0.18456 -4.79935 -0.36868 -0.062 0.103 -0.057
N -3.49235 -5.33500 -1.99192 0.087 0.058 -0.042
H -1.70583 -7.08675 -1.14035 0.009 0.031 0.037
H -2.41914 -7.78952 -2.58061 -0.029 0.015 0.018
H -0.74500 -7.22422 -2.61795 0.002 0.012 0.010
H -2.45561 -5.71493 -3.75127 0.018 0.057 -0.021
H -1.54546 -3.65633 -3.09712 -0.008 0.007 0.032
H -0.22816 -4.82125 -2.93202 -0.003 -0.020 0.037
H 0.66063 -5.19745 -0.93641 0.015 -0.030 -0.026
H -0.70992 -5.62105 0.12404 0.040 -0.050 -0.013
H 0.19939 -4.12799 0.39733 0.000 0.036 0.017
H -3.87512 -4.47536 -2.37042 -0.068 -0.058 -0.021
H -3.25474 -5.10426 -1.03088 -0.082 -0.042 0.040
```
Forces are in eV/Å.

[3]
Here is an isolated molecule of C15H16Cl2N2 in a non-equilibrium geometry from the Open Molecules 2025 dataset. Energies are from ωB97M-V/def2-TZVPD.

Properties
HOMO (eV): -8.60
Relative energy (zero: lowest compared OMol25 entry of this formula, charge and spin) (eV): 10.1711
SMILES: CN(CCc1ccccn1)Cc1ccc(Cl)c(Cl)c1
Gap between HOMO and LUMO (Eh): 0.3369

The geometry in XYZ format:
```
35
Properties=species:S:1:pos:R:3:forces:R:3
C 0.81895 -2.91209 -1.85359 -1.716 2.203 -4.412
N 0.84970 -1.54400 -1.50710 2.061 2.680 0.931
C -0.39009 -0.78892 -0.99905 2.598 -1.164 -9.202
C -1.04343 -1.50505 -0.02171 0.528 2.190 7.629
C -2.07191 -0.59200 0.55763 -2.458 0.408 -4.591
C -1.86526 0.71589 0.86413 1.085 0.615 6.002
C -2.88116 1.40985 1.57453 -4.706 3.056 -3.202
C -4.18269 0.99719 1.04779 2.853 4.972 5.008
C -4.20741 -0.18973 0.49637 -13.533 3.749 0.125
N -3.34533 -0.81919 0.05239 11.041 -9.628 -2.269
C 1.94590 -1.45578 -0.57968 1.854 6.305 -0.522
C 2.14855 0.11540 -0.09673 0.013 0.768 -2.476
C 2.39823 1.23473 -1.07737 1.791 -5.774 -0.858
C 2.70076 2.44591 -0.60769 -0.639 3.033 -2.332
C 2.54121 2.83640 0.82736 4.598 10.677 -14.603
Cl 2.80701 4.52148 0.90559 -0.055 0.422 1.463
C 2.18436 1.92837 1.46919 -3.376 -9.538 10.859
Cl 2.09975 2.25108 3.13021 -0.638 0.212 2.719
C 2.07320 0.59413 1.14911 -2.139 -5.050 1.954
H 0.05548 -2.94890 -2.66983 0.312 -0.796 0.573
H 0.54620 -3.42865 -1.03630 -0.663 -2.970 2.625
H 1.76715 -3.09748 -2.32506 0.397 -0.817 0.173
H -0.06462 0.23278 -0.84566 -0.322 -0.142 0.480
H -0.95544 -0.81105 -2.07216 0.496 0.497 2.556
H -1.43505 -2.44208 -0.04597 -0.942 -2.676 -1.240
H -0.26608 -1.52626 0.84107 -0.888 -0.459 -0.871
H -0.96880 0.90888 1.40117 1.853 0.432 -0.605
H -2.96477 2.54011 2.06872 1.270 -3.276 -1.203
H -5.07481 1.59656 1.15380 -0.067 -0.163 0.473
H -5.28926 -0.47552 0.20276 1.198 0.034 0.106
H 1.80435 -1.85013 0.32819 -0.968 -2.372 3.614
H 3.01152 -1.70395 -0.79923 -1.042 -0.399 -1.127
H 2.72322 0.65607 -2.09077 -1.217 2.602 1.755
H 2.80982 3.28161 -1.45195 0.293 -1.700 2.291
H 1.72074 -0.17566 2.00986 1.126 2.065 -1.824
```
Forces are in eV/Å.